# 1
The following is a DFT calculation (ωB97M-V/def2-TZVPD) of a structure of composition C67H49ClI4N4O3SiY.

The geometry in XYZ format:
```
130
Properties=species:S:1:pos:R:3:mulliken_charge:R:1
Y 0.76 0.53 0.31 0.713
I 3.25 10.20 -0.93 0.044
C 2.77 8.18 -0.65 -0.020
C 2.72 7.66 0.63 -0.701
C 2.39 6.33 0.81 -0.158
C 2.10 5.50 -0.28 -0.390
C 2.18 6.05 -1.55 -0.166
C 2.50 7.39 -1.75 -0.717
C 1.70 4.08 -0.05 0.697
C 0.39 3.73 -0.34 0.565
C -0.63 4.61 -0.91 -1.909
C -1.80 3.96 -0.88 -1.644
C -1.56 2.67 -0.24 0.875
C -2.55 1.87 0.30 0.453
C -3.96 2.29 0.00 -0.482
C -4.49 2.11 -1.28 0.275
C -5.79 2.49 -1.59 -0.982
C -6.57 3.06 -0.61 -0.232
I -8.55 3.60 -1.05 0.031
C -6.08 3.27 0.67 -0.888
C -4.77 2.89 0.96 -0.010
C -2.36 0.78 1.22 0.402
N -1.17 0.12 1.45 0.566
C -1.40 -0.83 2.41 -0.030
C -0.41 -1.76 2.91 0.977
C -0.91 -2.87 3.76 0.176
C -1.91 -3.73 3.31 0.097
C -2.39 -4.78 4.08 -0.704
C -1.87 -4.97 5.35 -0.135
I -2.58 -6.54 6.54 0.043
C -0.88 -4.12 5.85 -0.782
C -0.42 -3.08 5.05 -0.452
C 0.96 -1.64 2.71 0.081
C 1.97 -2.57 3.21 -1.450
C 3.17 -2.02 2.98 -1.550
C 2.95 -0.75 2.30 0.161
N 1.59 -0.58 2.11 -0.067
C 3.92 0.20 2.03 1.387
C 3.70 1.49 1.45 0.179
C 4.66 2.52 1.34 -1.478
C 4.03 3.61 0.78 -1.661
C 2.68 3.23 0.54 0.666
N 2.50 1.93 0.93 0.261
C 5.31 -0.08 2.53 -0.080
C 5.82 0.65 3.61 -0.133
C 7.09 0.40 4.10 -0.773
C 7.87 -0.58 3.52 -0.061
I 9.79 -0.96 4.25 0.044
C 7.39 -1.32 2.45 -0.979
C 6.11 -1.06 1.96 0.216
C -2.74 -0.75 2.83 -1.935
C -3.35 0.24 2.07 -0.990
N -0.21 2.54 0.01 0.185
H 2.93 8.29 1.49 0.367
H 2.35 5.91 1.81 0.482
H 1.98 5.41 -2.41 0.538
H 2.56 7.80 -2.75 0.367
H -0.45 5.62 -1.27 0.468
H -2.76 4.33 -1.21 0.520
H -3.86 1.65 -2.04 0.574
H -6.18 2.33 -2.59 0.575
H -6.69 3.73 1.43 0.406
H -4.37 3.06 1.95 0.565
H -2.31 -3.58 2.31 0.361
H -3.16 -5.43 3.70 0.413
H -0.49 -4.27 6.85 0.400
H 0.33 -2.40 5.45 0.541
H 1.77 -3.53 3.67 0.649
H 4.14 -2.42 3.25 0.509
H 5.70 2.45 1.63 0.547
H 4.46 4.57 0.55 0.473
H 5.20 1.41 4.07 0.487
H 7.47 0.97 4.95 0.369
H 8.00 -2.09 1.99 0.377
H 5.74 -1.64 1.12 0.304
H -3.20 -1.35 3.60 0.558
H -4.38 0.55 2.13 0.726
Cl 0.08 1.29 -7.35 -0.271
C 0.43 0.97 -5.66 0.170
C 1.76 0.99 -5.23 -0.901
C 2.02 0.76 -3.89 -0.700
C 1.01 0.49 -2.96 -0.226
O 1.29 0.36 -1.69 0.800
C -0.34 0.39 -3.43 1.052
C -1.45 0.02 -2.66 -0.786
O -1.41 -0.59 -1.42 1.143
C -0.59 0.69 -4.80 -1.563
H 2.55 1.21 -5.93 0.418
H 3.04 0.84 -3.51 0.394
H -2.44 0.10 -3.09 -0.305
H -1.61 0.67 -5.16 0.518
C -1.97 -5.99 -2.83 -0.539
C -2.23 -5.80 -1.47 -0.734
C -2.36 -4.52 -0.96 -0.222
C -2.25 -3.40 -1.79 0.829
C -1.98 -3.60 -3.15 -0.217
C -1.83 -4.88 -3.66 -0.825
Si -2.60 -1.73 -1.04 0.407
C -4.28 -1.19 -1.62 0.777
C -4.66 -1.11 -2.97 -0.015
C -5.94 -0.72 -3.33 -0.872
C -6.88 -0.42 -2.35 -0.862
C -6.53 -0.52 -1.01 -0.298
C -5.24 -0.89 -0.65 -0.188
H -1.85 -6.99 -3.23 0.363
H -2.32 -6.66 -0.82 0.424
H -2.55 -4.38 0.10 0.091
H -1.87 -2.75 -3.82 0.203
H -1.62 -5.02 -4.72 0.435
H -2.63 -1.89 0.42 -0.463
H -3.95 -1.36 -3.76 0.259
H -6.21 -0.65 -4.38 0.420
H -7.88 -0.12 -2.63 0.415
H -7.26 -0.28 -0.24 0.485
H -4.97 -0.94 0.40 0.199
C 4.27 -1.03 -1.27 -1.065
C 3.57 -2.22 -0.65 -0.350
O 2.18 -1.95 -0.49 0.103
C 1.36 -2.83 -1.25 0.550
C 1.34 -4.22 -0.65 -1.042
H 4.00 -0.93 -2.32 0.377
H 5.36 -1.16 -1.20 0.502
H 4.01 -0.10 -0.76 -0.005
H 3.97 -2.46 0.33 0.073
H 3.70 -3.10 -1.28 0.621
H 1.70 -2.85 -2.29 0.540
H 0.36 -2.40 -1.24 -1.025
H 2.34 -4.66 -0.63 0.443
H 0.70 -4.87 -1.25 0.262
H 0.95 -4.18 0.37 0.092
```

Calculated values
* strongest force on any atom: 1.49 eV/Å
* highest occupied orbital energy (alpha / beta): -3.0 / -4.2 eV
* charge: -1
* relative energy (zero: lowest compared OMol25 entry of this formula, charge and spin): 0.00 kcal/mol
* orbital gap (alpha / beta): 0.173 / 0.197 Ha

# 2
The following is a DFT calculation (ωB97M-V/def2-TZVPD) of a structure of composition C11H10BrCdN5O.

The geometry in XYZ format:
```
29
Properties=species:S:1:pos:R:3:nbo_charge:R:1
Cd -0.38 -1.01 -0.41 1.641
O 5.44 -1.20 1.73 -0.592
C 4.28 -1.22 1.10 0.429
C 4.13 -1.25 -0.29 -0.316
C 2.86 -1.28 -0.83 0.088
N 1.75 -1.27 -0.07 -0.680
C 1.92 -1.24 1.26 0.162
Br 0.29 -1.25 2.26 0.113
C 3.13 -1.21 1.90 -0.312
H 6.21 -1.23 1.14 0.516
H 4.99 -1.25 -0.95 0.260
H 2.72 -1.32 -1.90 0.235
H 3.22 -1.19 2.98 0.280
N -4.27 0.43 -0.48 -0.457
C -4.76 -0.85 -0.48 -0.041
C -3.67 -1.68 -0.51 -0.054
N -2.54 -0.90 -0.54 -0.629
C -2.93 0.37 -0.53 0.319
C -1.94 1.44 -0.53 0.299
N -0.65 1.14 -0.55 -0.637
C 0.04 2.33 -0.51 -0.059
C -0.86 3.35 -0.47 -0.040
N -2.10 2.78 -0.47 -0.458
H -4.85 1.25 -0.48 0.449
H -5.81 -1.08 -0.45 0.268
H -3.64 -2.75 -0.52 0.254
H 1.11 2.36 -0.53 0.245
H -0.71 4.42 -0.43 0.266
H -2.97 3.29 -0.46 0.448
```

Calculated values
* strongest force on any atom: 0.77 eV/Å
* highest occupied orbital energy: -15.2 eV
* charge: +2
* orbital gap: 0.318 Ha

# 3
The following is a DFT calculation (ωB97M-V/def2-TZVPD) of an isolated molecule of C8H12O.

The geometry in XYZ format:
```
21
Properties=species:S:1:pos:R:3:nbo_charge:R:1
C -0.21 -0.38 -0.25 -0.046
C -0.63 0.05 -1.67 -0.607
C 0.88 -1.47 -0.43 -0.633
C -1.39 -1.08 0.45 -0.608
C 2.38 0.46 1.03 0.752
C 1.41 1.35 1.07 -0.577
C -0.90 1.95 0.73 -0.454
C 0.09 1.05 0.59 0.044
O 3.29 -0.27 1.15 -0.453
H 1.61 2.30 1.56 0.275
H 0.20 0.53 -2.20 0.211
H -0.95 -0.82 -2.27 0.204
H -1.47 0.75 -1.66 0.214
H 0.48 -2.31 -1.01 0.224
H 1.20 -1.89 0.53 0.216
H 1.74 -1.10 -1.00 0.214
H -1.12 -1.40 1.46 0.211
H -1.71 -1.97 -0.11 0.205
H -2.27 -0.44 0.53 0.210
H -0.71 2.97 1.06 0.199
H -1.93 1.74 0.46 0.200
```

Calculated values
* strongest force on any atom: 2.54 eV/Å
* highest occupied orbital energy: -8.2 eV
* relative energy (zero: lowest compared OMol25 entry of this formula, charge and spin): 38.24 kcal/mol
* SMILES: C=C(C=C=O)C(C)(C)C
* orbital gap: 0.328 Ha

# 4
The following is a DFT calculation (ωB97M-V/def2-TZVPD) of a cluster of 2 separate species, C4H7P in total.

The geometry in XYZ format:
```
12
Properties=species:S:1:pos:R:3:nbo_charge:R:1
C -2.06 1.42 0.16 -0.322
C -2.34 0.22 -0.38 -0.669
C 2.65 -0.67 -0.35 -0.382
C 1.68 -0.77 0.53 -0.389
P -1.64 -1.32 0.09 0.387
H -2.54 2.32 -0.19 0.196
H -1.34 1.53 0.95 0.189
H -3.08 0.16 -1.18 0.224
H 2.95 0.27 -0.78 0.191
H 1.14 0.10 0.88 0.188
H 3.19 -1.54 -0.69 0.192
H 1.39 -1.71 0.96 0.196
```

Calculated values
* strongest force on any atom: 0.65 eV/Å
* highest occupied orbital energy (alpha / beta): -7.8 / -8.2 eV
* relative energy (zero: lowest compared OMol25 entry of this formula, charge and spin): 72.89 kcal/mol
* orbital gap (alpha / beta): 0.250 / 0.257 Ha

# 5
The following is a DFT calculation (ωB97M-V/def2-TZVPD) of a cluster of 2 separate species, C11H21Cl2F5NO3S in total.

The geometry in XYZ format:
```
44
Properties=species:S:1:pos:R:3:nbo_charge:R:1
C -3.64 4.56 0.06 -0.668
C -4.48 3.61 -1.02 -0.230
Cl -5.56 4.61 -2.17 0.020
C -5.26 2.35 -0.31 -0.055
Cl -5.71 1.17 -1.72 0.010
N -4.50 1.68 0.81 -0.566
C -3.22 0.99 0.38 -0.290
C -2.37 0.32 1.63 -0.453
C -0.98 1.17 1.79 -0.488
C 0.32 0.56 1.00 0.643
F 1.35 1.66 0.98 -0.328
F 0.99 -0.58 1.72 -0.318
C 0.05 0.17 -0.57 0.926
F 1.40 -0.21 -1.14 -0.315
F -0.40 1.33 -1.42 -0.324
F -0.80 -1.04 -0.77 -0.322
H -2.84 5.17 -0.58 0.276
H -2.99 3.90 0.81 0.190
H -4.33 5.34 0.61 0.259
H -3.64 3.13 -1.71 0.247
H -6.27 2.78 0.13 0.272
H -4.32 2.33 1.62 0.462
H -5.13 0.91 1.18 0.460
H -3.35 0.16 -0.43 0.290
H -2.54 1.83 -0.11 0.246
H -2.10 -0.82 1.43 0.280
H -3.04 0.31 2.62 0.239
H -0.71 1.15 2.95 0.287
H -1.21 2.31 1.55 0.248
O 4.79 -5.51 -0.54 -0.923
S 5.66 -4.36 -0.64 2.344
O 6.43 -3.88 0.50 -0.920
O 4.83 -3.11 -1.27 -0.714
C 3.64 -2.68 -0.61 -0.076
C 3.94 -1.94 0.68 -0.645
C 6.78 -4.60 -1.99 -0.879
H 2.97 -3.54 -0.43 0.191
H 3.11 -2.01 -1.30 0.193
H 4.41 -2.60 1.41 0.232
H 3.03 -1.54 1.12 0.211
H 4.64 -1.12 0.49 0.218
H 6.22 -4.93 -2.86 0.253
H 7.50 -5.37 -1.69 0.261
H 7.31 -3.66 -2.19 0.255
```

Calculated values
* strongest force on any atom: 5.38 eV/Å
* highest occupied orbital energy: -12.1 eV
* charge: +1
* orbital gap: 0.309 Ha

# 6
The following is a DFT calculation (ωB97M-V/def2-TZVPD) of a structure of composition C22H35N7O6S4Sr.

The geometry in XYZ format:
```
75
Properties=species:S:1:pos:R:3:mulliken_charge:R:1
Sr 0.81 0.15 0.72 1.637
C 3.18 2.02 -0.75 -0.727
C 1.90 2.83 -1.00 -0.956
N 0.69 2.02 -0.73 0.004
C -0.45 2.76 -0.14 -0.109
C -0.14 3.38 1.24 -0.851
S 0.86 2.39 2.42 -0.124
C 2.55 3.05 2.23 -0.627
C 3.57 2.03 1.72 -0.875
N 3.13 1.27 0.53 0.173
H 4.03 2.70 -0.79 0.526
H 3.28 1.29 -1.55 0.137
H 1.92 3.19 -2.03 0.465
H 1.88 3.71 -0.37 0.289
H 0.37 1.60 -1.61 0.026
H -1.30 2.07 -0.06 -0.370
H -0.77 3.58 -0.79 0.557
H -1.09 3.56 1.74 0.518
H 0.35 4.34 1.16 0.580
H 2.86 3.38 3.22 0.583
H 2.50 3.93 1.60 0.382
H 3.76 1.30 2.51 0.288
H 4.51 2.56 1.54 0.398
H 3.75 0.47 0.44 0.118
C 2.49 -1.45 3.64 -0.822
C 3.14 -2.20 2.51 0.321
N 3.04 -1.89 1.25 0.501
C 3.77 -2.77 0.46 0.084
C 4.42 -3.74 1.15 -0.864
S 4.13 -3.58 2.81 -0.147
C 3.77 -2.75 -1.01 0.209
C 4.54 -3.52 -1.81 -0.616
S 4.10 -3.39 -3.46 -0.118
C 2.90 -2.27 -3.12 0.615
N 2.87 -2.04 -1.82 0.174
C 2.00 -1.61 -4.10 -1.132
H 1.59 -0.94 3.31 -0.010
H 3.17 -0.72 4.07 0.283
H 2.20 -2.13 4.45 0.484
H 5.02 -4.56 0.77 0.356
H 5.34 -4.18 -1.50 0.412
H 1.91 -2.22 -5.00 0.452
H 2.40 -0.63 -4.39 0.303
H 1.02 -1.47 -3.65 0.241
C -5.02 0.14 -3.66 -1.095
C -4.87 1.13 -2.51 -0.657
S -3.86 0.54 -1.19 1.195
O -2.57 0.14 -1.72 -0.574
O -3.88 1.52 -0.12 -0.732
C -4.72 -0.95 -0.67 -0.807
C -4.60 -1.32 0.83 -1.257
N -3.37 -0.82 1.49 0.154
C -2.14 -1.30 1.22 0.956
N -1.20 -0.55 1.82 -0.577
C -1.88 0.43 2.51 -0.751
C -3.20 0.28 2.31 -0.415
N -4.24 1.18 2.78 1.209
O -3.84 2.17 3.37 -0.615
O -5.41 0.90 2.58 -0.634
C -1.88 -2.50 0.36 -1.509
H -5.53 0.62 -4.49 0.399
H -5.61 -0.74 -3.38 0.308
H -4.04 -0.20 -4.01 0.297
H -5.83 1.40 -2.03 0.452
H -4.37 2.05 -2.81 0.407
H -4.34 -1.74 -1.31 0.551
H -5.77 -0.78 -0.91 0.672
H -4.59 -2.40 0.93 0.357
H -5.44 -0.93 1.37 0.525
H -1.40 1.19 3.11 0.988
H -2.45 -3.36 0.71 0.448
H -0.82 -2.74 0.38 0.284
H -2.14 -2.29 -0.68 0.253
O 2.07 -1.03 -1.41 0.348
O 0.96 -1.54 -0.65 -0.945
```

Calculated values
* strongest force on any atom: 2.81 eV/Å
* highest occupied orbital energy: -14.2 eV
* charge: +2
* relative energy (zero: lowest compared OMol25 entry of this formula, charge and spin): 46.08 kcal/mol
* orbital gap: 0.333 Ha

Which of these has the lowest strongest force on any atom? C4H7P

Among the records above, which one has the lowest strongest force on any atom? C4H7P

Among the records above, which one has the lowest strongest force on any atom? C4H7P